Density functional theory data (ωB97M-V/def2-TZVPD) for C23H27N3O3 in the gas phase.

```
! RIJCOSX wB97M-V def2-TZVPD def2/J DEFGRID3
* xyz 0 1
C -6.650 -1.198 -1.576
O -5.397 -0.684 -1.198
C -5.347 0.271 -0.219
C -6.462 0.743 0.465
C -6.320 1.700 1.456
C -5.071 2.195 1.778
C -3.961 1.731 1.095
C -4.079 0.778 0.096
C -2.846 0.295 -0.620
N -1.871 -0.208 0.340
C -2.308 -1.408 1.016
C -1.845 -2.670 0.276
N -0.403 -2.657 0.297
C 0.284 -1.498 0.239
O 1.477 -1.444 0.472
C -0.531 -0.302 -0.234
C 0.244 1.002 0.021
C 1.352 1.132 -1.015
O 1.105 1.343 -2.187
N 2.599 1.012 -0.524
C 3.760 0.894 -1.379
C 4.873 1.851 -0.905
C 5.757 0.984 -0.059
C 6.752 1.364 0.820
C 7.457 0.379 1.498
C 7.168 -0.960 1.294
C 6.170 -1.341 0.409
C 5.468 -0.362 -0.265
C 4.359 -0.523 -1.261
H -7.308 -0.412 -1.959
H -7.143 -1.713 -0.745
H -6.446 -1.914 -2.371
H -7.448 0.370 0.235
H -7.198 2.054 1.976
H -4.962 2.938 2.553
H -2.976 2.100 1.334
H -2.388 1.138 -1.144
H -3.125 -0.461 -1.368
H -1.869 -1.419 2.022
H -3.393 -1.383 1.112
H -2.216 -2.649 -0.756
H -2.213 -3.576 0.760
H 0.104 -3.474 0.604
H -0.600 -0.438 -1.329
H -0.444 1.839 -0.103
H 0.638 1.007 1.036
H 2.706 0.638 0.407
H 3.415 1.124 -2.390
H 4.459 2.697 -0.355
H 5.432 2.244 -1.757
H 6.977 2.408 0.980
H 8.236 0.660 2.191
H 7.724 -1.715 1.831
H 5.943 -2.386 0.254
H 3.603 -1.236 -0.928
H 4.753 -0.863 -2.221
*
```

Properties
HOMO-LUMO gap: 9.2 eV
ΔE to the lowest compared entry with this formula, charge and spin: 42.1 kcal per mole
structure (SMILES): COc1ccccc1CN1CCNC(=O)[C@@H]1CC(=O)NC1Cc2ccccc2C1
LUMO energy: 0.02377 hartree